An isolated molecule of C4H7NO in a non-equilibrium geometry. Source: OMol25; level of theory: the ωB97M-V functional and the def2-TZVPD basis.

The geometry in ORCA input format:
```
! RIJCOSX wB97M-V def2-TZVPD def2/J DEFGRID3
* xyz 0 1
C 1.5501 -0.0317 0.5448
C 0.3906 -0.1398 -0.4373
C -0.8408 -1.0075 -0.0069
N -1.6493 0.2438 -0.0396
C -0.6362 1.0000 -0.4251
O -0.8813 2.2154 -0.6471
H 2.2184 0.7915 0.2640
H 1.1801 0.1582 1.5608
H 2.1350 -0.9605 0.5596
H 0.7406 -0.3735 -1.4513
H -0.7693 -1.4540 0.9930
H -1.1675 -1.7611 -0.7342
H -2.2704 1.3193 -0.1807
*
```

## Properties
HOMO level ... -9.56 eV
Electronic energy ... -286.513805 Ha
Lowest unoccupied orbital energy ... 0.0357 hartree
Structure (SMILES) ... C[C@H]1CNC1=O
ΔE to the lowest compared entry with this formula, charge and spin ... 309.4 kJ/mol

=====

An isolated molecule of C4H7NO. Source: OMol25; level of theory: the ωB97M-V functional and the def2-TZVPD basis.

The geometry in ORCA input format:
```
! RIJCOSX wB97M-V def2-TZVPD def2/J DEFGRID3
* xyz 0 1
C 1.3609 -0.6769 -0.1113
C -0.0388 -0.1095 -0.1960
C -1.0944 -0.8733 0.5357
O -2.2015 -1.1907 0.1785
C -0.2944 1.3175 0.1384
N -0.2480 0.8684 -1.2460
H 1.4317 -1.6509 -0.6086
H 2.0482 0.0042 -0.6194
H 1.6741 -0.7971 0.9305
H -0.7512 -1.0105 1.5876
H -1.2809 1.5391 0.5460
H 0.5230 1.8953 0.5550
H -1.1695 0.8583 -1.6721
*
```

## Properties
HOMO level ... -9.85 eV
Electronic energy ... -286.550085 Ha
Lowest unoccupied orbital energy ... 0.0356 hartree
Structure (SMILES) ... C[C@@]1(C=O)CN1
ΔE to the lowest compared entry with this formula, charge and spin ... 214.1 kJ/mol

=====

A cluster of 2 separate species, C4H7NO in total in a non-equilibrium geometry. Source: OMol25; level of theory: the ωB97M-V functional and the def2-TZVPD basis.

The geometry in ORCA input format:
```
! RIJCOSX wB97M-V def2-TZVPD def2/J DEFGRID3
* xyz 0 1
C -2.1854 1.4540 -1.1403
C -1.5203 0.4846 -0.7075
C 2.1881 1.3497 0.3621
C -1.0667 -2.7006 0.3030
N -0.7578 -0.4334 -0.1904
O -1.4647 -1.5653 -0.1761
H -2.4509 2.4178 -1.4315
H 3.1127 1.6236 1.0033
H 1.4637 2.1526 0.3138
H 1.8894 0.4902 0.9310
H -1.6752 -3.5604 0.2661
H 2.6834 1.1359 -0.5248
H -0.2162 -2.8486 0.9912
*
```

## Properties
HOMO level (spin up / spin down) ... -8.51 / -7.92 eV
Electronic energy ... -286.345708 Ha
Lowest unoccupied orbital energy (spin up / spin down) ... -0.0032 / -0.0346 hartree
ΔE to the lowest compared entry with this formula, charge and spin ... 750.7 kJ/mol